Below is 2 unconnected molecules or ions with the total composition C5H11O2 in a non-equilibrium geometry, with properties calculated with wB97M-V/def2-TZVPD.

Geometry as XYZ:
```
18
Properties=species:S:1:pos:R:3
C 0.79545 -1.32513 -1.25686
C 2.08803 -0.56462 -0.92210
O 2.39287 0.25344 -1.79361
O 2.58926 -0.80029 0.22171
H -0.07488 -0.62624 -1.25077
H 0.52661 -2.15286 -0.68652
H 0.69601 -1.48988 -2.21804
C -2.06547 1.26439 1.01373
C -3.46817 0.81597 0.69161
C -1.18510 0.23515 1.74741
H -1.55417 1.65620 0.16385
H -2.10097 2.26784 1.49345
H -3.99400 0.22657 1.54789
H -3.32673 0.25158 -0.18769
H -0.12430 0.43691 1.50857
H -1.29849 0.35112 2.82091
H -4.32897 1.63374 0.35227
H -1.26565 -0.73482 1.38854
```

Calculated values
multiplicity	2
F_max	0.1027	hartree/bohr
<S²>	0.756
gap between HOMO and LUMO (spin up / spin down)	0.435 / 0.242	Ha
ΔE to the lowest compared entry with this formula, charge and spin	40.7	kcal/mol


Below is 2 unconnected molecules or ions with the total composition C5H11O3 in a non-equilibrium geometry, with properties calculated with wB97M-V/def2-TZVPD.

Geometry as XYZ:
```
19
Properties=species:S:1:pos:R:3
O -0.60290 0.77091 4.58440
O 0.70028 0.96473 4.78747
H -0.68240 -0.19937 4.76911
O -0.94779 -1.85760 4.91337
C -1.10400 -2.39397 3.81423
C -0.50120 -3.71426 3.48690
C 0.43956 -3.49325 2.31689
C -1.59391 -4.72798 3.16875
C -2.58381 -5.01538 4.31193
H -1.63796 -1.90012 2.99354
H 0.03097 -4.03351 4.38284
H 1.17205 -2.71203 2.55010
H 0.96868 -4.42045 2.08601
H -0.15018 -3.19228 1.44076
H -2.12751 -4.35540 2.28444
H -1.08353 -5.64759 2.85383
H -3.20484 -5.87391 4.00645
H -2.01715 -5.28585 5.22085
H -3.23159 -4.14130 4.51159
```

Calculated values
multiplicity	4
F_max	0.0775	hartree/bohr
<S²>	3.760
gap between HOMO and LUMO (spin up / spin down)	0.284 / 0.256	Ha
ΔE to the lowest compared entry with this formula, charge and spin	54.0	kcal/mol


Below is a molecular structure, C5H11O3Pm in a non-equilibrium geometry, with properties calculated with wB97M-V/def2-TZVPD.

Geometry as XYZ:
```
20
Properties=species:S:1:pos:R:3
O 0.95213 0.33498 0.49649
C -0.38544 0.47682 0.84295
C -1.29971 0.15049 -0.32506
O -2.33902 1.11630 -0.39023
C -3.27585 0.95140 -1.35043
C -4.02507 1.96498 -1.79284
Pm 2.61661 1.58752 -0.75385
H -0.60001 1.47984 1.25808
H -0.64901 -0.19910 1.67902
H -1.68755 -0.87259 -0.20316
H -0.83386 0.05413 -1.31798
H -3.19638 0.01396 -1.91347
H -3.78453 2.99824 -1.53826
H -4.73257 1.78662 -2.60038
O 3.14200 -1.74289 2.09319
H 2.64002 -1.00731 1.66315
C 4.15051 -2.17535 1.21609
H 4.59611 -3.09379 1.62331
H 3.75739 -2.39841 0.20820
H 4.95423 -1.42583 1.10519
```

Calculated values
multiplicity	6
F_max	0.0755	hartree/bohr
net charge	+1
<S²>	8.757
gap between HOMO and LUMO (spin up / spin down)	0.186 / 0.190	Ha
ΔE to the lowest compared entry with this formula, charge and spin	39.9	kcal/mol


Below is 2 unconnected molecules or ions with the total composition C5H11O4 in a non-equilibrium geometry, with properties calculated with wB97M-V/def2-TZVPD.

Geometry as XYZ:
```
20
Properties=species:S:1:pos:R:3
O -4.06054 -1.94791 1.54453
H -4.49894 -2.41926 2.26920
H -3.13294 -1.86014 1.81472
C -1.39308 -1.38184 2.50250
C -1.57373 -0.34263 3.50645
C -2.46502 0.80894 3.03822
C -1.97328 2.26009 3.13532
O -1.92878 1.49409 1.89652
C -3.94721 0.60196 3.09989
O -0.26061 0.22252 3.70034
O -0.87680 -2.53826 2.87695
H -1.18794 -1.10465 1.47100
H -2.03582 -0.76676 4.41792
H -2.76648 3.01439 3.16689
H -1.00097 2.46356 3.60798
H -4.25808 0.37220 4.13595
H -4.49968 1.46714 2.69279
H -4.26005 -0.24330 2.45320
H 0.33063 -0.47648 4.02379
H -0.78804 -3.13604 2.10916
```

Calculated values
multiplicity	2
F_max	0.0473	hartree/bohr
<S²>	0.753
gap between HOMO and LUMO (spin up / spin down)	0.300 / 0.381	Ha
ΔE to the lowest compared entry with this formula, charge and spin	8.0	kcal/mol


Below is a molecular structure, C5H11O5PSTb in a non-equilibrium geometry, with properties calculated with wB97M-V/def2-TZVPD.

Geometry as XYZ:
```
24
Properties=species:S:1:pos:R:3
C 3.10412 -0.58178 0.25802
C 1.55514 -0.67695 0.09684
P 0.55570 0.80159 0.57237
C 0.60707 2.12814 -0.61549
C -1.10826 0.08179 0.76101
O -2.04287 0.93906 1.29338
S -3.55425 0.44718 0.85489
O -3.93782 -0.57031 1.74019
O -4.28506 1.59154 0.54235
O -3.03058 -0.24611 -0.51788
C -1.66914 -0.51073 -0.60066
O -1.35095 -1.85242 -0.65781
H 3.38974 0.02552 1.11876
H 3.46470 -1.61346 0.40778
H 3.52062 -0.14589 -0.65783
H 1.27332 -0.96135 -0.92210
H 1.19734 -1.47909 0.74647
H 0.01029 1.84742 -1.49054
H 1.61534 2.42477 -0.89930
H 0.12592 2.99821 -0.15424
H -0.94760 -0.78670 1.41866
H -1.31139 -0.02390 -1.51147
H -2.15238 -2.39118 -0.54425
Tb 4.97101 -1.44536 -1.23916
```

Calculated values
multiplicity	7
F_max	0.0579	hartree/bohr
net charge	+3
<S²>	13.017
gap between HOMO and LUMO (spin up / spin down)	0.224 / 0.225	Ha


Below is C5H11OP in the gas phase in a non-equilibrium geometry, with properties calculated with wB97M-V/def2-TZVPD.

Geometry as XYZ:
```
18
Properties=species:S:1:pos:R:3
C 1.68548 -0.99348 -0.55897
C 1.20603 0.11867 -0.12550
C 1.88086 1.09274 0.74939
C -1.74855 -0.21660 -1.57640
C -1.18012 -0.46391 1.28437
O -1.41605 1.98261 -0.15933
P -0.96816 0.58774 -0.19869
H 1.32404 -1.65935 -1.29201
H 2.70575 -1.37364 -0.31594
H 1.06319 1.23102 1.47406
H 2.80237 0.68590 1.13632
H 2.03120 2.10359 0.19470
H -2.37151 0.48850 -2.13493
H -0.84654 -0.62056 -2.16400
H -2.31039 -1.06026 -1.17931
H -1.67974 -1.42810 1.11238
H -0.26938 -0.64037 1.85583
H -1.90847 0.16553 1.89802
```

Calculated values
F_max	0.0784	hartree/bohr
gap between HOMO and LUMO	0.370	Ha
ΔE to the lowest compared entry with this formula, charge and spin	32.2	kcal/mol